19
Properties=species:S:1:pos:R:3 method="wB97M-V/def2-TZVPD" lumo_ev=0.73 smiles="C[C@H](N)CNC(N)=O" de_lowest_kcal_mol=6.3 spin_multiplicity=1 charge=0 orbital_gap_ev=9.47
C 0.30 0.67 0.83
N -0.88 -0.13 1.13
C -1.85 -0.32 0.18
N -2.86 -1.18 0.57
O -1.87 0.22 -0.91
C 1.38 0.03 -0.12
C 2.02 1.14 -0.93
N 0.89 -1.00 -0.99
H -0.04 1.61 0.41
H 0.82 0.85 1.78
H -0.85 -0.72 1.94
H -2.94 -1.56 1.50
H -3.48 -1.52 -0.13
H 2.14 -0.35 0.56
H 2.42 0.76 -1.87
H 1.30 1.91 -1.20
H 2.78 1.71 -0.39
H 0.19 -1.57 -0.52
H 0.52 -0.57 -1.83